1.
The following is a DFT calculation (ωB97M-V/def2-TZVPD) of 14 unconnected molecules or ions with the total composition C4H36N2O15 in a non-equilibrium geometry.

Values from the calculation:
- E_HOMO (eV) = -9.79
- molar mass (g/mol) = 352.3
- lowest unoccupied orbital energy (eV) = 0.08

```
! RIJCOSX wB97M-V def2-TZVPD def2/J DEFGRID3
* xyz 0 1
N -0.46 0.56 0.18
C -0.67 1.71 1.06
C -1.50 1.33 2.35
O -1.96 2.58 2.91
C 0.77 2.01 1.49
N 1.45 2.95 0.79
C 0.86 4.18 0.29
O 1.32 1.36 2.38
H 0.03 -0.22 0.58
H -1.37 0.23 -0.15
H -1.23 2.57 0.68
H -2.46 0.92 2.03
H -0.79 0.88 3.01
H -2.88 2.80 2.75
H 2.41 2.96 1.12
H 1.59 4.79 -0.22
H 0.29 4.74 1.03
H 0.04 3.98 -0.42
H 0.58 -0.94 4.30
H 0.85 -0.31 2.91
O 0.52 -1.11 3.36
H -2.54 -1.57 -2.75
H -4.14 -1.42 -2.64
O -3.39 -1.99 -2.46
H -1.33 0.65 -3.25
H -0.71 -0.57 -3.87
O -1.43 -0.35 -3.26
H 2.56 -0.98 1.38
H 2.13 -2.03 2.28
O 2.09 -1.82 1.35
H 1.49 -2.92 -0.15
H 0.61 -3.83 -0.89
O 1.50 -3.44 -0.97
H -2.33 -4.12 -1.39
H -1.40 -3.61 -2.38
O -1.38 -4.11 -1.55
H -0.18 2.39 -3.25
H -0.66 1.84 -2.01
O -1.04 2.20 -2.82
H -0.61 -3.29 2.78
H -0.29 -2.17 1.82
O -0.77 -3.00 1.88
H 2.04 2.77 -3.23
H 1.75 2.74 -1.76
O 1.47 3.17 -2.58
H 0.89 0.41 -1.37
H 1.07 -0.58 -2.48
O 1.07 0.39 -2.33
H -2.78 -2.31 0.86
H -2.85 -2.12 -0.68
O -2.96 -1.66 0.17
H 0.80 -2.92 -2.64
H 1.92 -2.04 -2.93
O 1.03 -2.19 -3.26
H 3.21 0.19 3.83
H 3.25 1.11 2.69
O 3.66 0.28 2.98
*
```



2.
The following is a DFT calculation (ωB97M-V/def2-TZVPD) of a molecular structure, C33H21MoN7O6S in a non-equilibrium geometry.

Values from the calculation:
- E_HOMO (alpha / beta) (eV) = -6.38 / -6.37
- molar mass (g/mol) = 739.6
- lowest unoccupied orbital energy (alpha / beta) (eV) = -0.41 / -0.41

```
! RIJCOSX wB97M-V def2-TZVPD def2/J DEFGRID3
* xyz 0 1
Mo 0.02 0.17 0.04
N -0.90 -3.86 -1.00
C -1.82 -3.28 -1.84
C -1.71 -1.94 -1.64
N -0.75 -1.71 -0.67
C -0.28 -2.88 -0.33
C 0.80 -2.91 0.64
N 1.25 -1.77 1.08
C 2.27 -2.07 1.95
C 2.42 -3.42 2.03
N 1.47 -3.95 1.18
H -0.72 -4.85 -0.92
H -2.45 -3.85 -2.50
H -2.26 -1.14 -2.10
H 2.82 -1.29 2.46
H 3.09 -4.04 2.59
H 1.31 -4.93 1.01
S -1.07 -0.17 4.59
C -2.46 -0.78 3.74
C -3.67 -1.20 4.27
C -4.64 -1.64 3.40
C -4.41 -1.65 2.02
C -3.20 -1.22 1.50
C -2.21 -0.78 2.37
N -0.93 -0.30 2.03
C -0.27 0.06 3.08
C 1.04 0.65 2.90
C 1.89 1.01 3.95
C 3.12 1.56 3.67
C 3.49 1.76 2.34
C 2.64 1.41 1.30
C 1.39 0.84 1.56
H -3.84 -1.18 5.34
H -5.60 -1.97 3.79
H -5.19 -1.98 1.35
H -3.05 -1.19 0.43
H 1.57 0.85 4.98
H 3.79 1.84 4.47
H 4.45 2.20 2.11
H 2.94 1.59 0.28
O -3.29 5.40 -0.56
C -2.63 4.42 -0.39
C -3.17 2.98 -0.28
O -4.33 2.64 -0.35
C -1.98 2.19 -0.13
C -0.81 2.91 -0.18
O 0.30 2.28 -0.17
C -1.09 4.36 -0.28
O -0.34 5.29 -0.30
O -1.84 0.88 -0.08
O 1.60 0.00 -1.03
C 2.35 0.18 -2.08
C 3.71 -0.14 -2.03
C 4.52 0.06 -3.13
C 4.00 0.58 -4.31
C 2.65 0.89 -4.36
C 1.81 0.70 -3.27
C 0.38 0.99 -3.34
N -0.53 0.77 -2.40
C -1.75 1.18 -2.93
C -1.57 1.64 -4.19
N -0.22 1.52 -4.44
H 4.11 -0.54 -1.10
H 5.57 -0.20 -3.07
H 4.63 0.75 -5.17
H 2.26 1.30 -5.28
H -2.66 1.13 -2.36
H -2.26 2.06 -4.91
H 0.25 1.79 -5.28
*
```



3.
The following is a DFT calculation (ωB97M-V/def2-TZVPD) of a molecular structure, C27H32As2CrN6OS in a non-equilibrium geometry.

Values from the calculation:
- E_HOMO (alpha / beta) (eV) = -9.89 / -9.93
- expectation value of S² = 0.771
- molar mass (g/mol) = 690.5
- lowest unoccupied orbital energy (alpha / beta) (eV) = -4.12 / -3.45

```
! RIJCOSX wB97M-V def2-TZVPD def2/J DEFGRID3
* xyz 1 2
Cr -0.03 -0.72 -0.41
N -4.48 -1.51 -1.31
C -3.14 -1.80 -1.31
S -2.23 -1.60 -2.74
N -2.70 -2.17 -0.12
N -1.33 -2.23 0.08
C -1.00 -3.16 0.90
C 0.30 -3.38 1.50
C 0.40 -4.34 2.52
C 1.60 -4.62 3.12
C 2.75 -3.95 2.69
C 2.68 -3.02 1.67
C 1.45 -2.71 1.09
O 1.41 -1.77 0.13
H -4.92 -1.53 -2.21
H -5.02 -1.88 -0.54
H -1.80 -3.83 1.19
H -0.50 -4.87 2.83
H 1.66 -5.36 3.92
H 3.71 -4.17 3.15
H 3.57 -2.51 1.31
C 3.27 0.93 0.82
As 1.65 1.21 -0.19
C 2.37 2.35 -1.58
C 0.65 2.46 0.93
C 0.71 3.84 0.74
C -0.12 4.69 1.46
C -1.02 4.17 2.38
C -1.08 2.79 2.58
C -0.25 1.94 1.87
As -0.38 0.00 2.02
C -2.07 -0.30 2.91
C 0.82 -0.34 3.50
H 3.64 1.88 1.16
H 4.01 0.45 0.17
H 3.09 0.27 1.67
H 3.02 3.09 -1.13
H 1.58 2.84 -2.15
H 2.95 1.73 -2.25
H 1.41 4.26 0.03
H -0.07 5.76 1.29
H -1.68 4.82 2.93
H -1.78 2.39 3.31
H -2.15 -1.37 3.08
H -2.90 0.01 2.30
H -2.07 0.21 3.87
H 0.51 0.30 4.32
H 1.85 -0.13 3.24
H 0.73 -1.39 3.79
N 3.07 -1.05 -7.17
C 2.51 -1.05 -6.16
C 1.83 -1.02 -4.88
C 1.03 0.06 -4.52
C 0.45 0.07 -3.27
N 0.61 -0.92 -2.38
C 1.34 -1.98 -2.75
C 1.96 -2.07 -3.98
H 0.87 0.88 -5.21
H -0.20 0.88 -2.98
H 1.42 -2.78 -2.04
H 2.55 -2.94 -4.23
C -2.94 3.65 -1.60
C -3.38 2.32 -0.96
C -2.27 1.38 -0.85
N -1.44 0.62 -0.76
H -3.80 4.32 -1.65
H -2.56 3.49 -2.61
H -2.16 4.13 -0.99
H -4.16 1.83 -1.55
H -3.78 2.48 0.04
*
```



4.
The following is a DFT calculation (ωB97M-V/def2-TZVPD) of a single C3H4OS molecule in a non-equilibrium geometry.

Values from the calculation:
- E_HOMO (eV) = -9.36
- molar mass (g/mol) = 88.1
- lowest unoccupied orbital energy (eV) = 0.71

```
! RIJCOSX wB97M-V def2-TZVPD def2/J DEFGRID3
* xyz 0 1
C 0.63 -1.15 0.71
C 0.06 -0.23 -0.04
C -1.17 0.54 -0.38
O 2.61 0.82 -0.02
S 1.80 -0.30 -0.50
H 0.83 -1.53 1.65
H -1.85 -0.30 -0.23
H -1.29 0.80 -1.48
H -1.62 1.35 0.29
*
```



Relative energy (zero: lowest compared OMol25 entry of this formula, charge and spin), record by record: 85.8, 0.0, 28.8, 65.5 kcal per mole